Below is CH2Br2S in the gas phase at a distorted geometry, with properties calculated with wB97M-V/def2-TZVPD.

2S+1   1
LUMO energy (spin up / spin down)   -1.7 / -1.9 eV
Relative energy (zero: lowest compared OMol25 entry of this formula, charge and spin)   44.7 kcal/mol
Charge   0

CARTESIAN COORDINATES (ANGSTROEM)
1 C 0.7687 0.4592 0.5221
2 S -0.0044 -1.0274 0.4317
3 Br 0.3130 1.8103 -0.7706
4 Br -2.2080 -0.5494 -0.8194
5 H 0.7973 0.9032 1.5406
6 H 0.3334 -1.5958 -0.9044


Below is 2 unconnected molecules or ions with the total composition CH2Br3N2 at a distorted geometry, with properties calculated with wB97M-V/def2-TZVPD.

2S+1   1
LUMO energy (spin up / spin down)   -5.9 / -6.7 eV
Relative energy (zero: lowest compared OMol25 entry of this formula, charge and spin)   86.3 kcal/mol
Charge   +1

CARTESIAN COORDINATES (ANGSTROEM)
1 C 0.2680 -0.5685 0.4367
2 N 1.4278 -0.5523 -0.0729
3 N -1.3890 0.9593 -0.6507
4 Br -0.6087 -1.6015 1.5900
5 Br 1.9402 0.7547 -1.3636
6 Br -2.8034 0.3732 0.1692
7 H 2.2073 -1.1948 0.1232
8 H -1.0422 1.8299 -0.2319


Below is a molecular structure, CH2BrN3 at a distorted geometry, with properties calculated with wB97M-V/def2-TZVPD.

2S+1   1
LUMO energy   0.7 eV
Relative energy (zero: lowest compared OMol25 entry of this formula, charge and spin)   78.4 kcal/mol
Charge   0

CARTESIAN COORDINATES (ANGSTROEM)
1 C -0.8255 -0.1189 0.0502
2 N -0.1559 -1.2385 0.0097
3 N 0.2957 0.7041 -0.0149
4 N 1.0736 -0.5536 -0.1788
5 Br -2.6300 0.4142 -0.0200
6 H 0.6396 1.5992 -0.4304
7 H 1.6025 -0.8064 0.5842


Below is CH2BrN3 in the gas phase at a distorted geometry, with properties calculated with wB97M-V/def2-TZVPD.

2S+1   1
LUMO energy   -1.1 eV
SMILES string   N#CN(N)Br
Relative energy (zero: lowest compared OMol25 entry of this formula, charge and spin)   79.0 kcal/mol
Charge   0

CARTESIAN COORDINATES (ANGSTROEM)
1 N -2.0161 0.9764 -0.8508
2 C -1.2047 0.3124 -0.3778
3 N -0.2986 -0.5702 -0.0879
4 N 1.0843 0.1207 -0.3153
5 Br -0.4685 -1.4261 1.6741
6 H 1.9386 -0.4734 -0.1882
7 H 0.9650 1.0602 0.1460


Below is a molecular structure, CH2BrN3 at a distorted geometry, with properties calculated with wB97M-V/def2-TZVPD.

2S+1   1
LUMO energy   -1.9 eV
Relative energy (zero: lowest compared OMol25 entry of this formula, charge and spin)   121.2 kcal/mol
Charge   0

CARTESIAN COORDINATES (ANGSTROEM)
1 C -3.4964 -0.9758 0.0612
2 N -4.0665 -1.9260 -0.2428
3 N 0.2420 0.6401 -0.2997
4 N -2.9992 0.0424 0.6835
5 Br -1.7668 0.9482 -0.2031
6 H 0.6346 -0.3561 0.0501
7 H 0.5865 1.2169 0.5131


Below is 2 unconnected molecules or ions with the total composition CH2BrNO3 at a distorted geometry, with properties calculated with wB97M-V/def2-TZVPD.

2S+1   1
LUMO energy (spin up / spin down)   -2.9 / -2.9 eV
Relative energy (zero: lowest compared OMol25 entry of this formula, charge and spin)   92.2 kcal/mol
Charge   0

CARTESIAN COORDINATES (ANGSTROEM)
1 C 0.2743 -0.6184 0.1027
2 N 0.4037 0.4270 -2.5972
3 O 1.3532 0.7319 -1.9122
4 O 0.2287 0.7888 -3.7563
5 O -0.5106 -0.3453 -2.1530
6 Br -0.3826 -2.2718 0.3188
7 H 1.1954 -0.4156 -0.4256
8 H -0.4019 0.1591 0.2371